Entry 1:
Computed, not measured: a molecular structure, C30H25Cl64N2, with the ωB97M-V functional and the def2-TZVPD basis.

Each line ends with the Mulliken charge.
Element x y z (Å)
C: -2.2397 -1.8926 -1.5617  -0.270
C: -1.2278 -1.8722 -2.8383  -0.490
N: 0.1541 -2.0942 -2.2388  -0.442
N: 1.1455 -1.9383 -3.2596  0.286
C: 1.6064 -0.4967 -3.4136  -1.075
C: 1.0626 0.5037 -2.2952  1.140
C: 1.3713 0.3941 -0.7506  0.204
C: 0.8316 1.3880 0.3091  -0.703
C: -0.0380 2.6180 -0.1026  -0.755
C: -0.3546 2.7651 -1.6062  -0.777
C: 0.1752 1.7457 -2.6808  0.693
C: -0.2352 2.1046 -4.1962  -1.418
C: 2.2173 -2.9742 -3.2491  -1.244
C: 3.1728 -3.1081 -2.0003  0.762
C: 2.4499 -3.5468 -0.6003  -1.221
C: 4.1677 -1.8928 -1.7036  -0.701
H: -1.7206 -2.3581 -0.6453  0.260
H: -2.5046 -0.8118 -1.3423  -0.311
H: -3.1720 -2.5278 -1.7507  0.300
H: -1.2909 -0.9029 -3.4332  0.245
H: -1.4790 -2.8141 -3.4495  0.391
H: 0.1620 -3.1251 -2.0724  0.387
H: 0.5993 -2.1270 -4.1360  0.531
H: 1.1944 -0.0909 -4.4162  0.157
H: 2.7512 -0.4012 -3.5357  0.194
H: 2.0177 -0.4892 -0.3346  0.229
H: 1.0818 1.2015 1.4130  0.437
H: -0.4082 3.3628 0.7134  0.598
H: -1.0014 3.6651 -1.9220  0.352
H: 0.5639 1.7730 -4.9628  0.324
H: -0.2656 3.2566 -4.2947  0.358
H: -1.2777 1.7234 -4.4597  0.298
H: 1.7132 -3.9970 -3.4258  0.487
H: 2.8722 -2.8083 -4.1861  0.393
H: 3.8681 -4.0095 -2.2234  0.327
H: 2.0011 -4.5893 -0.8201  0.324
H: 3.2845 -3.7407 0.1656  0.430
H: 1.6667 -2.7988 -0.2496  0.141
H: 4.6945 -2.0554 -0.6898  0.204
H: 5.0303 -1.8104 -2.4715  0.289
H: 3.6891 -0.8624 -1.6607  -0.049
C: 0.1763 5.5599 3.0168  0.154
Cl: 1.6674 6.4228 3.4522  -0.042
Cl: 0.5783 4.1280 2.0344  -0.078
Cl: -0.6647 5.0442 4.4953  -0.112
Cl: -0.8780 6.6383 2.0807  -0.073
C: 5.8704 4.8264 2.6857  0.126
Cl: 4.3050 4.0446 2.3741  0.110
Cl: 7.1045 4.1229 1.6183  -0.060
Cl: 5.7359 6.5695 2.3686  -0.107
Cl: 6.3343 4.5659 4.3793  -0.034
C: 5.1717 6.4527 8.3044  0.262
Cl: 4.1593 6.4753 6.8453  0.020
Cl: 6.8033 5.8908 7.8803  -0.109
Cl: 5.2728 8.0914 8.9950  -0.120
Cl: 4.4578 5.3501 9.5002  -0.019
C: 2.4977 1.4696 10.5460  0.337
Cl: 2.8931 0.2509 11.7759  -0.093
Cl: 3.2744 3.0107 10.9682  -0.066
Cl: 3.0874 0.9249 8.9607  -0.082
Cl: 0.7367 1.6932 10.4781  -0.096
C: -4.8515 -6.5550 -4.4890  0.252
Cl: -5.8704 -7.7627 -3.6807  -0.087
Cl: -3.1526 -6.8723 -4.0730  -0.027
Cl: -5.0609 -6.6763 -6.2505  -0.114
Cl: -5.3406 -4.9271 -3.9521  0.021
C: -6.0070 -0.4066 -1.1173  0.224
Cl: -4.3267 0.1134 -0.8215  -0.044
Cl: -6.1150 -1.9118 -2.0710  -0.018
Cl: -6.8151 -0.6750 0.4403  -0.100
Cl: -6.8384 0.8909 -1.9992  -0.094
C: -0.5132 -10.1678 -3.7194  0.306
Cl: -1.9793 -10.7628 -4.5237  -0.078
Cl: 0.6636 -9.6430 -4.9446  -0.104
Cl: -0.9302 -8.7915 -2.6706  -0.108
Cl: 0.1928 -11.4650 -2.7366  -0.022
C: 0.8061 8.7545 7.7074  0.148
Cl: -0.1300 8.2117 9.1167  -0.109
Cl: 0.6127 7.5865 6.3815  0.007
Cl: 0.2155 10.3453 7.1797  -0.025
Cl: 2.5227 8.8730 8.1478  -0.038
C: -8.6770 -9.6582 -6.2741  0.270
Cl: -8.7137 -10.8388 -4.9467  -0.103
Cl: -7.2074 -8.6657 -6.1427  0.013
Cl: -8.6759 -10.5158 -7.8298  -0.098
Cl: -10.1098 -8.6125 -6.1764  -0.102
C: 4.4270 -0.1848 2.2310  0.156
Cl: 3.3496 -0.0547 0.8195  -0.036
Cl: 5.9944 -0.8531 1.7220  -0.125
Cl: 4.6700 1.4297 2.9286  -0.001
Cl: 3.6907 -1.2572 3.4426  -0.129
C: 2.8707 5.3101 -2.7222  0.128
Cl: 2.2342 5.0889 -1.0788  0.081
Cl: 4.2193 6.4647 -2.6836  -0.090
Cl: 3.4465 3.7543 -3.3561  -0.012
Cl: 1.5829 5.9378 -3.7742  -0.101
C: -5.2213 7.1919 2.7526  0.329
Cl: -6.4625 6.0794 2.1381  -0.094
Cl: -4.4517 8.0328 1.3889  -0.105
Cl: -5.9756 8.3828 3.8328  -0.089
Cl: -3.9934 6.2730 3.6491  -0.038
C: 7.4435 1.1536 -3.6255  0.221
Cl: 8.1773 -0.4563 -3.4611  -0.108
Cl: 5.6797 1.0214 -3.4410  0.001
Cl: 8.0887 2.2302 -2.3701  -0.065
Cl: 7.8224 1.8170 -5.2283  -0.090
C: -9.2873 -5.5504 -2.4265  0.197
Cl: -9.2396 -6.7421 -1.1101  -0.096
Cl: -7.8883 -4.4628 -2.2907  -0.007
Cl: -9.2320 -6.3923 -3.9897  0.008
Cl: -10.7860 -4.6042 -2.3155  -0.098
C: -1.0026 -13.8532 0.4014  0.344
Cl: -0.1802 -14.4125 -1.0718  -0.099
Cl: 0.2084 -13.3736 1.6092  -0.092
Cl: -2.0349 -12.4598 0.0119  -0.067
Cl: -2.0032 -15.1664 1.0548  -0.092
C: -1.3518 12.7785 4.0050  0.342
Cl: -2.8534 11.9041 3.6348  -0.075
Cl: -0.0315 12.1390 3.0026  -0.099
Cl: -1.5726 14.5071 3.6617  -0.094
Cl: -0.9489 12.5619 5.7220  -0.079

Properties
Charge ... +1
Kohn-Sham gap ... 8.5 eV
HOMO energy ... -11.15 eV



Entry 2:
Computed, not measured: a molecular structure, C30H43BCdN6O2P, with the ωB97M-V functional and the def2-TZVPD basis.

Each line ends with the Mulliken charge.
Element x y z (Å)
Cd: 0.3399 1.1625 0.4207  3.739
B: -0.8815 3.9328 2.6734  0.268
N: -1.6829 2.6345 2.5899  0.109
C: -2.5768 2.1907 3.5054  -0.353
C: -3.3023 1.1639 2.9436  -0.945
C: -2.9198 1.0749 1.6420  -0.171
N: -1.8977 1.9229 1.4385  -0.452
N: 0.2871 4.1297 1.6893  -0.336
C: 1.0304 5.2049 1.6082  -0.182
C: 1.6074 5.4125 0.3456  -1.146
C: 1.3065 4.1767 -0.2200  -0.503
N: 0.4439 3.4298 0.5288  0.333
H: -1.5282 4.9175 2.4891  -0.197
H: -0.3839 4.0370 3.7833  -0.164
H: -2.6420 2.6442 4.4781  0.474
H: -4.0843 0.5571 3.4474  0.368
H: -3.2898 0.3745 0.8659  0.274
H: 0.9903 5.7734 2.5174  0.458
H: 2.1003 6.3323 -0.0219  0.380
H: 1.5423 3.9161 -1.2571  0.356
C: -1.4724 3.0165 -2.5450  -1.496
C: -2.0107 1.6217 -2.0164  1.444
C: -3.2422 1.2169 -2.8443  -1.850
P: -0.6324 0.4531 -1.8205  -0.184
C: 0.4286 0.6565 -3.3319  0.635
C: -0.0173 0.3150 -4.7568  -1.624
C: 1.6764 -0.1870 -3.1151  -1.329
C: -1.0382 -1.2687 -1.8527  0.388
C: -1.7330 -1.8662 -2.8922  -0.630
C: -2.0462 -3.2240 -2.8392  0.471
C: -3.0927 -3.8064 -3.7219  -1.551
C: -1.4135 -4.0813 -1.8810  -1.151
C: -0.6302 -3.4719 -0.9016  -0.764
C: -0.3947 -2.0778 -0.8826  -0.641
N: 0.4693 -1.4627 -0.0380  1.387
C: 0.9214 -2.1519 1.1195  -1.457
C: 0.0127 -2.2593 2.2407  1.417
C: -1.4755 -2.0222 2.0942  -1.460
C: 0.5883 -2.6193 3.4844  -1.139
C: 1.9606 -2.9355 3.5530  1.325
C: 2.5095 -3.2240 4.8960  -1.819
C: 2.7735 -2.8517 2.4682  -1.096
C: 2.2562 -2.5872 1.2274  1.115
C: 3.0479 -2.7841 -0.0148  -1.243
H: -2.2926 3.6691 -2.6865  0.538
H: -0.9235 3.0825 -3.4832  0.260
H: -0.7956 3.4986 -1.8259  0.126
H: -2.3646 1.8515 -0.9610  -0.333
H: -2.9722 1.3152 -3.8854  0.289
H: -3.9405 2.0050 -2.5891  0.532
H: -3.6959 0.2797 -2.6047  0.387
H: 0.8206 1.7151 -3.2139  0.725
H: -0.1051 -0.7859 -4.8594  0.347
H: 0.8014 0.6402 -5.4374  0.405
H: -0.9546 0.7273 -5.0745  0.260
H: 1.7072 -1.1975 -3.5615  0.261
H: 1.9076 -0.4648 -2.0874  0.097
H: 2.5429 0.4033 -3.5131  0.429
H: -2.2470 -1.2421 -3.6454  0.526
H: -4.1239 -3.4071 -3.4910  0.253
H: -3.1982 -4.8798 -3.6461  0.381
H: -2.8917 -3.5470 -4.7740  0.327
H: -1.5288 -5.1699 -1.8946  0.310
H: -0.0456 -4.0839 -0.2395  0.491
H: -2.0010 -2.9376 2.2416  0.449
H: -1.6794 -1.6272 1.0966  -0.208
H: -1.8517 -1.2830 2.8650  0.367
H: -0.0474 -2.6184 4.3282  0.400
H: 1.8449 -2.9671 5.7521  0.326
H: 3.4759 -2.7647 5.0257  0.395
H: 2.6626 -4.3572 5.0305  0.278
H: 3.8070 -3.1353 2.6415  0.330
H: 2.4820 -3.4195 -0.7202  0.230
H: 3.9634 -3.3665 0.2428  0.449
H: 3.3322 -1.9110 -0.5877  0.114
N: 2.8310 0.8870 0.2961  -0.649
C: 3.2989 1.3019 1.6685  -0.899
C: 2.3242 0.7901 2.7736  0.581
O: 2.8442 0.3992 3.7936  -0.759
O: 1.0396 0.8663 2.4984  -0.830
H: 2.9029 -0.1523 0.2790  -0.258
H: 3.6043 1.0941 -0.3501  0.279
H: 3.2285 2.3781 1.6040  0.378
H: 4.3336 1.0271 1.8971  0.356

Properties
Charge ... -1
Kohn-Sham gap ... 6.5 eV
HOMO energy ... -3.88 eV
ΔE to the lowest compared entry with this formula, charge and spin ... 38.1 kcal/mol



Entry 3:
Computed, not measured: a molecular structure, C19H34N4O5PPtS2, with the ωB97M-V functional and the def2-TZVPD basis.

Each line ends with the Mulliken charge.
Element x y z (Å)
Pt: -0.7407 -0.2395 0.4708  2.212
O: -0.4844 -0.7964 2.8840  -0.548
C: -0.6978 -2.1640 3.2096  -0.432
C: -2.1866 -2.4006 3.4551  -0.977
C: -3.0655 -1.9319 2.2881  -0.915
C: -2.8215 -2.7118 1.0348  0.888
C: -3.4821 -3.9116 0.7854  -0.831
C: -3.2503 -4.5808 -0.4030  -0.479
C: -2.3335 -4.0489 -1.2981  -0.957
C: -1.6913 -2.8712 -0.9611  -0.258
N: -1.9487 -2.2105 0.1616  -0.165
H: 0.4538 -0.5868 2.9840  0.204
H: -0.1457 -2.4047 4.1250  0.514
H: -0.3422 -2.8103 2.3968  0.272
H: -2.4891 -1.8601 4.3545  0.440
H: -2.3370 -3.4672 3.6216  0.388
H: -2.8304 -0.8835 2.0895  -0.150
H: -4.1079 -2.0405 2.5871  0.583
H: -4.1776 -4.3035 1.5117  0.524
H: -3.7685 -5.4998 -0.6274  0.435
H: -2.1160 -4.5389 -2.2329  0.458
H: -0.9286 -2.4405 -1.5954  0.381
N: -4.3911 2.2890 0.4250  -0.038
C: -3.4313 3.2279 0.1971  -0.691
C: -2.2497 2.5519 0.1391  -0.398
N: -2.4846 1.2253 0.3369  -0.262
C: -3.7799 1.0944 0.5009  -0.558
H: -5.3755 2.4715 0.5346  0.208
H: -3.6534 4.2699 0.1074  0.431
H: -1.2598 2.9299 -0.0167  0.459
H: -4.3026 0.1728 0.6623  0.538
N: -1.6392 0.6876 -5.1326  -0.631
C: -0.4926 0.6248 -4.2362  -0.144
C: -1.0103 0.4116 -2.8088  0.058
O: -0.2773 0.4304 -1.8482  -0.106
O: -2.3010 0.2009 -2.7317  -0.486
H: -1.5118 0.1206 -5.9613  0.219
H: -1.8365 1.6377 -5.4268  0.213
H: -2.6452 0.2524 -3.6647  0.486
H: 0.1458 1.5149 -4.2439  0.211
H: 0.1444 -0.2294 -4.4800  0.273
C: 3.2571 0.7886 -2.8591  -1.509
C: 2.8249 1.5334 -1.6058  1.419
C: 3.4692 2.9079 -1.4787  -1.498
O: 3.2309 0.7608 -0.4659  -0.165
P: 2.2117 0.2347 0.6424  0.853
S: 1.4124 -1.5453 0.1413  -0.584
S: 0.8510 1.6760 1.0618  -0.615
O: 3.1547 -0.1155 1.8676  -0.341
C: 4.1560 0.6716 2.5493  0.462
C: 3.5697 1.9377 3.1553  -1.205
C: 5.3431 0.9597 1.6458  -1.144
H: 3.0033 1.3769 -3.7363  0.414
H: 2.7520 -0.1736 -2.9090  0.281
H: 4.3311 0.6178 -2.8470  0.357
H: 1.7310 1.6322 -1.5953  -0.331
H: 4.5506 2.8071 -1.4186  0.339
H: 3.1055 3.4033 -0.5801  0.285
H: 3.2301 3.5282 -2.3377  0.452
H: 4.4604 -0.0053 3.3572  0.238
H: 3.3050 2.6563 2.3817  0.209
H: 4.3064 2.3875 3.8157  0.465
H: 2.6810 1.7016 3.7363  0.306
H: 5.0745 1.6919 0.8895  0.139
H: 5.6653 0.0476 1.1503  0.332
H: 6.1644 1.3410 2.2466  0.474

Properties
Charge ... +1
Kohn-Sham gap (alpha / beta) ... 7.2 / 7.3 eV
HOMO energy (alpha / beta) ... -9.82 / -9.86 eV
ΔE to the lowest compared entry with this formula, charge and spin ... 39.7 kcal/mol